# 1
The following is a quantum chemistry calculation of the molecule C38H39N2O3P at a distorted geometry, from OMol25.

As for the structure (SMILES): CCOC(=O)[C@@H]([C@H](c1cc2c3c(c1)CCCN3CCC2)c1cn(C)c2ccccc12)P(=O)(c1ccccc1)c1ccccc1. As for the molar mass: 602.7 g/mol. For the HOMO energy, the calculation gives -6.774 eV. The frontier orbital gap is 7.3 eV. Its charge is 0.

CARTESIAN COORDINATES (ANGSTROEM)
C1 4.41146 -0.72047 0.05580
C2 3.29699 -1.15117 -0.83838
O1 2.10652 -0.60084 -0.23186
C3 1.03814 -0.94129 -0.93624
O2 1.15926 -1.61525 -1.96095
C4 -0.31845 -0.41585 -0.47087
C5 -0.17041 1.09635 -0.45987
C6 0.69452 1.58610 0.76501
C7 0.87560 0.75735 1.87723
C8 2.04038 0.86443 2.62430
C9 2.90382 1.98133 2.48781
C10 2.52281 3.02750 1.59516
C11 1.40110 2.80383 0.77216
C12 3.36944 4.27728 1.60571
C13 4.83905 4.01919 1.98232
C14 4.93905 3.17486 3.23215
N1 4.11262 1.98823 3.13432
C15 4.43718 0.96148 4.10601
C16 3.92055 -0.38845 3.68474
C17 2.41434 -0.32761 3.42652
C18 -1.38830 1.85214 -0.91444
C19 -2.56782 2.14630 -0.24496
N2 -3.60069 2.20238 -1.15616
C20 -5.01580 2.21839 -0.83143
C21 -3.10348 2.00799 -2.44943
C22 -3.80752 1.46325 -3.53279
C23 -3.08926 0.71325 -4.46086
C24 -1.69922 0.52235 -4.30393
C25 -0.96480 1.25091 -3.34816
C26 -1.69653 1.83666 -2.33353
P1 -1.44049 -1.55751 -1.53696
O3 -1.48151 -1.29766 -3.02388
C27 -1.20126 -3.37333 -1.40534
C28 -1.01196 -3.97020 -0.15664
C29 -0.94069 -5.36492 -0.04468
C30 -1.06632 -6.17059 -1.18438
C31 -1.29122 -5.57624 -2.43111
C32 -1.35510 -4.18519 -2.54457
C33 -3.12995 -1.36013 -0.85641
C34 -3.30369 -0.97171 0.46590
C35 -4.59614 -0.84176 0.97648
C36 -5.71028 -1.12379 0.17456
C37 -5.52647 -1.57013 -1.13494
C38 -4.23750 -1.69167 -1.65228
H1 5.35004 -0.62552 -0.48946
H2 4.17320 0.23697 0.52219
H3 4.54666 -1.45304 0.84833
H4 3.40896 -0.75593 -1.85159
H5 3.17663 -2.23638 -0.88579
H6 -0.51593 -0.80260 0.54315
H7 0.50151 1.35850 -1.30213
H8 0.15533 0.00357 2.15094
H9 1.03795 3.59054 0.10364
H10 2.95530 4.98966 2.34326
H11 3.32919 4.77119 0.62645
H12 5.35864 4.96722 2.14043
H13 5.33993 3.49974 1.15668
H14 4.67136 3.75558 4.13287
H15 5.97446 2.85528 3.37783
H16 5.52383 0.93879 4.21531
H17 4.00849 1.24674 5.07634
H18 4.42054 -0.71856 2.76389
H19 4.11541 -1.12435 4.46793
H20 1.85345 -0.34430 4.37530
H21 2.11084 -1.22688 2.86707
H22 -2.67683 2.35034 0.82795
H23 -5.49534 1.26060 -1.08386
H24 -5.12807 2.39930 0.24462
H25 -5.50904 3.01588 -1.39858
H26 -4.87942 1.57482 -3.58652
H27 -3.57068 0.21471 -5.30239
H28 -1.18129 -0.10019 -5.01886
H29 0.12759 1.25332 -3.32680
H30 -0.92683 -3.34419 0.73301
H31 -0.77149 -5.82180 0.93060
H32 -0.98368 -7.25871 -1.10671
H33 -1.40308 -6.19090 -3.32694
H34 -1.53070 -3.72420 -3.51709
H35 -2.44532 -0.75882 1.10639
H36 -4.71818 -0.49994 1.99483
H37 -6.71342 -0.98835 0.56830
H38 -6.38237 -1.81985 -1.76274
H39 -4.07556 -2.02406 -2.67898

Forces on atoms 1 to 6 (eV/Å):
C 0.581 -0.035 0.387
C 0.223 0.203 0.042
O -0.220 -0.325 -0.349
C 0.072 -1.269 -1.491
O -0.574 0.795 1.386
C 0.709 -2.685 0.149

---

# 2
The following is a quantum chemistry calculation of a structure of composition C38H39N6OSTeV at a distorted geometry, from OMol25.

As for the molar mass: 806.4 g/mol. The expectation value of S² is 2.058. For the HOMO energy (spin up / spin down), the calculation gives 0.797 / -0.441 eV. The frontier orbital gap (spin up / spin down) is 2.3 / 3.5 eV. Its charge is -2. Its energy relative to the best compared isomer or geometry (same formula, charge and spin) is 23.8 kcal/mol. The spin multiplicity is 3.

CARTESIAN COORDINATES (ANGSTROEM)
V1 7.15393 18.12000 11.67790
N1 5.01607 21.17828 13.91964
C1 5.49208 20.10556 13.31369
S1 5.56522 20.01963 11.60536
N2 5.95537 19.17089 14.11828
N3 6.17892 18.00614 13.42007
C2 6.56124 16.94612 14.18680
C3 6.75314 15.77542 13.43919
C4 6.84692 14.42102 13.82325
C5 7.44198 13.53970 12.98276
C6 7.65709 13.89511 11.66693
C7 7.20712 15.15769 11.22009
N4 7.03196 16.13793 12.13190
H1 4.51609 21.87745 13.43665
H2 5.16919 21.24494 14.95026
H3 6.76799 16.99668 15.24786
H4 6.45898 13.96680 14.78750
H5 7.68239 12.55061 13.33634
H6 7.99654 13.24732 10.88868
H7 7.09398 15.37580 10.14323
C8 15.19770 6.91934 12.29703
C9 14.31509 8.12722 12.01475
C10 13.66838 8.34244 10.79906
C11 12.83185 9.47704 10.58154
C12 12.15527 9.62261 9.23522
C13 12.78624 10.45578 11.57192
Te1 11.97541 12.31161 11.03381
N5 8.69698 18.70090 11.98352
C14 9.11268 19.39709 13.08425
O1 8.69652 20.48407 13.48902
C15 10.23176 18.63473 13.62376
C16 10.90354 17.47002 13.11659
C17 11.86601 16.87913 13.95134
C18 12.24623 17.43682 15.15736
C19 11.58252 18.53459 15.64726
C20 10.59030 19.10148 14.86346
C21 13.21728 12.93693 9.45222
C22 14.60382 12.81409 9.62172
C23 15.46616 13.31149 8.68598
C24 15.03182 14.24099 7.75741
C25 13.68718 14.42896 7.56724
C26 12.73594 13.77060 8.38873
C27 11.25426 13.85482 8.01317
C28 13.37170 10.29448 12.82662
C29 13.12352 11.30775 13.95810
C30 14.11718 9.10598 13.01358
H8 15.29885 6.23770 11.46402
H9 14.77150 6.26958 13.07157
H10 16.20570 7.20767 12.67672
H11 13.77778 7.64134 9.92610
H12 12.15500 8.67044 8.73865
H13 12.55568 10.40894 8.59258
H14 11.14765 9.91765 9.45444
H15 10.75928 17.06256 12.14339
H16 12.39735 15.96850 13.69591
H17 13.03118 17.00935 15.73774
H18 11.89334 18.94752 16.62092
H19 10.12069 20.02342 15.21147
H20 14.92606 12.09529 10.45085
H21 16.51035 12.89370 8.64550
H22 15.73792 14.66776 7.04141
H23 13.30067 15.09867 6.79894
H24 11.18920 14.42367 7.03483
H25 10.63111 14.34307 8.74776
H26 10.80990 12.85067 7.83743
H27 12.06412 11.27264 14.28134
H28 13.42474 12.30572 13.68476
H29 13.75365 10.99638 14.77538
H30 14.51905 8.87462 13.97164
C31 9.00780 18.84664 8.11466
C32 7.61998 18.47399 7.75570
C33 7.36078 18.31748 6.42306
C34 6.05360 17.90062 6.01543
C35 5.08563 17.63551 6.93137
C36 5.27616 17.66345 8.33702
C37 4.18113 17.34159 9.30825
C38 6.60026 18.14695 8.79037
N6 7.08189 18.00408 9.98155
H31 9.49195 18.05489 8.70169
H32 9.11438 19.73276 8.80606
H33 9.56560 19.01707 7.15100
H34 8.11931 18.27346 5.63769
H35 5.84262 17.71563 4.96685
H36 4.09789 17.32763 6.59047
H37 4.07521 16.24497 9.34353
H38 3.21562 17.70313 8.96805
H39 4.42238 17.77746 10.27893

Forces on atoms 1 to 6 (eV/Å):
V -2.243 0.367 0.502
N -0.296 1.691 2.993
C 1.267 -2.045 -0.046
S -0.130 0.072 -0.515
N -0.974 -0.151 -0.319
N 1.006 -0.253 2.662

---

# 3
The following is a quantum chemistry calculation of a cluster of 3 separate species, C38H39NO9P2 in total at a distorted geometry, from OMol25.

As for the structure (SMILES): [H]/N=C/C[C@@H](COCCCCC)OCPP(=O)(O)O.O=C1c2ccccc2C(=O)c2ccccc21.O=C1c2ccccc2C(=O)c2ccccc21. As for the molar mass: 715.7 g/mol. For the HOMO energy, the calculation gives -9.263 eV. The frontier orbital gap is 8.1 eV. Its charge is 0.

CARTESIAN COORDINATES (ANGSTROEM)
H1 3.49695 -1.04687 9.16958
N1 3.35993 -0.90446 8.13014
C1 2.01365 -0.75330 7.84152
C2 1.40337 -0.51209 6.33744
C3 2.41518 0.26479 5.30754
C4 2.05478 -0.29338 3.77411
O1 0.58647 -0.39469 3.60052
C5 0.19870 -0.00181 2.23738
C6 -1.36689 -0.28641 1.84609
C7 -2.00514 -1.65956 2.47437
C8 -2.36391 -1.59182 4.07358
C9 -3.96105 -1.36217 4.40935
O2 2.19740 1.74284 5.26718
C10 2.87194 2.36396 6.45376
P1 1.52890 2.71778 7.80216
P2 0.42606 4.54386 7.27513
O3 -0.97022 4.51144 8.01562
O4 0.10039 4.45353 5.55075
O5 1.45215 5.89539 7.72310
H2 1.25981 -0.78079 8.75903
H3 1.11905 -1.58028 5.88927
H4 0.38817 0.09201 6.48434
H5 3.55513 0.02815 5.46227
H6 2.48692 -1.37997 3.59096
H7 2.43076 0.47977 2.94716
H8 0.93779 -0.50125 1.47743
H9 0.36452 1.17091 2.13123
H10 -1.39188 -0.42402 0.66029
H11 -2.09407 0.63493 2.05229
H12 -3.04362 -1.83031 1.91046
H13 -1.35153 -2.60429 2.23030
H14 -1.75839 -0.77996 4.67922
H15 -2.02322 -2.64034 4.53169
H16 -4.24660 -2.16369 5.24649
H17 -4.03894 -0.30855 4.96058
H18 -4.65910 -1.42095 3.47068
H19 3.72521 1.66240 6.89477
H20 3.35888 3.41380 6.16510
H21 2.24193 2.90331 9.05805
H22 -0.71807 5.04068 5.40535
H23 0.87177 6.48281 8.31646
O6 0.11528 5.57528 -4.82530
C11 0.04181 4.61908 -4.06338
C12 -0.77811 4.70044 -2.83733
C13 -1.49217 5.87276 -2.55715
C14 -2.30052 5.94297 -1.42167
C15 -2.39954 4.84634 -0.56575
C16 -1.67513 3.68372 -0.83374
C17 -0.85793 3.61285 -1.96848
C18 -0.08147 2.38551 -2.23432
O7 -0.10894 1.45061 -1.44223
C19 0.72225 2.29668 -3.46943
C20 1.43419 1.12275 -3.74937
C21 2.16956 1.01691 -4.93085
C22 2.19594 2.07920 -5.83402
C23 1.49877 3.25548 -5.55006
C24 0.76433 3.36658 -4.36216
H24 -1.42409 6.73075 -3.22367
H25 -2.85789 6.85235 -1.20792
H26 -3.03947 4.89660 0.31240
H27 -1.75331 2.83340 -0.15828
H28 1.41429 0.28746 -3.05133
H29 2.71841 0.10321 -5.14836
H30 2.76132 1.99314 -6.75944
H31 1.52715 4.08139 -6.25905
O8 -2.05349 -6.04565 -6.91567
C25 -1.29639 -5.31558 -6.28796
C26 -0.06174 -5.85847 -5.68549
C27 0.25368 -7.21323 -5.85239
C28 1.43816 -7.72466 -5.32029
C29 2.30947 -6.88791 -4.62339
C30 1.98849 -5.54183 -4.44088
C31 0.79750 -5.02749 -4.96764
C32 0.45768 -3.60660 -4.75429
O9 1.18559 -2.88985 -4.07708
C33 -0.76593 -3.05935 -5.37288
C34 -1.07899 -1.70371 -5.20686
C35 -2.21560 -1.16978 -5.81587
C36 -3.04038 -1.98491 -6.59058
C37 -2.73798 -3.33949 -6.74541
C38 -1.60072 -3.87937 -6.13058
H32 -0.41894 -7.87110 -6.39995
H33 1.68384 -8.77581 -5.45464
H34 3.23871 -7.28370 -4.21962
H35 2.67103 -4.89572 -3.89126
H36 -0.43711 -1.06014 -4.60753
H37 -2.45485 -0.11616 -5.68913
H38 -3.92108 -1.56665 -7.07316
H39 -3.38889 -3.96974 -7.34932

Forces on atoms 1 to 6 (eV/Å):
H -0.548 0.197 -1.404
N -5.327 0.650 -0.733
C 3.334 -0.244 1.339
C 0.073 -0.257 1.006
C -0.732 -0.864 -1.780
C -0.320 0.593 -0.173